A structure of composition C31H26F3N9O9PSW in a non-equilibrium geometry. Source: the OMol25 dataset; level of theory: ωB97M-V with the def2-TZVPD basis set.

Calculated values
* LUMO level (alpha / beta): -4.4833 / -4.4627 eV
* multiplicity: 3
* Kohn-Sham gap (alpha / beta): 0.2159 / 0.2232 hartree
* max |F|: 2.11 eV/Å
* molar mass: 972.5 Da
* total charge: +1

The geometry in XYZ format:
```
81
C31H26F3N9O9PSW | the OMol25 dataset | ωB97M-V with the def2-TZVPD basis set
W 1.25 0.35 0.25
O 3.17 1.03 -3.29
C 2.54 1.17 -2.29
N 2.81 0.53 -1.03
C 4.16 0.32 -0.67
O 5.10 0.30 -1.41
C 4.30 0.20 0.81
C 5.49 -0.20 1.36
C 5.55 -0.37 2.73
C 4.42 -0.10 3.48
C 3.27 0.31 2.85
N 3.21 0.48 1.52
C 1.44 2.12 -2.07
C 1.53 3.35 -2.59
C 0.84 4.43 -1.92
C -0.15 4.12 -1.08
C -0.62 2.69 -1.11
N 0.55 1.77 -1.05
H 6.33 -0.40 0.71
H 6.46 -0.71 3.21
H 4.41 -0.22 4.56
H 2.38 0.54 3.41
H 2.28 3.54 -3.35
H 1.20 5.45 -2.03
H -0.62 4.84 -0.42
H -1.05 2.53 -2.11
O 3.41 -2.80 0.76
C 2.31 -2.46 0.44
O 1.68 -1.42 1.01
C 1.48 -3.12 -0.58
C 1.67 -4.47 -0.79
C 0.83 -5.12 -1.66
C -0.13 -4.45 -2.37
C -0.29 -3.08 -2.21
C 0.48 -2.37 -1.23
O 0.22 -1.10 -0.94
N -1.29 -2.50 -3.04
O -1.19 -1.18 -3.40
O -2.27 -3.14 -3.48
N 0.95 -6.58 -1.83
O 0.10 -7.14 -2.49
O 1.83 -7.14 -1.21
H 2.44 -5.00 -0.27
H -0.76 -4.97 -3.08
F -0.31 3.95 4.14
C 0.14 2.87 4.79
F -0.45 2.83 5.99
F 1.46 3.03 4.98
C -0.14 1.61 4.01
C -0.75 0.54 4.62
C -0.96 -0.64 3.89
C -0.57 -0.68 2.58
N 0.00 0.37 1.97
C 0.26 1.50 2.66
S 1.16 2.60 1.73
H -1.04 0.60 5.66
H -1.42 -1.51 4.34
H -0.68 -1.57 1.98
C -4.91 0.01 -1.45
N -3.85 -0.51 -0.46
C -3.34 0.65 0.35
N -2.79 1.56 -0.59
C -3.84 2.11 -1.47
N -4.38 1.02 -2.28
C -3.36 0.49 -3.22
P -1.77 0.00 -2.33
C -2.72 -1.19 -1.19
C -1.74 2.46 -0.09
H -5.73 0.38 -0.84
H -5.23 -0.85 -2.03
H -4.30 -1.16 0.18
H -2.57 0.29 1.02
H -4.19 1.04 0.94
H -3.41 2.88 -2.11
H -4.65 2.55 -0.88
H -3.13 1.26 -3.96
H -3.77 -0.36 -3.77
H -2.05 -1.64 -0.45
H -3.15 -1.98 -1.79
H -2.19 3.43 0.16
H -1.33 2.06 0.83
```